Entry 1:
Density functional theory data (ωB97M-V/def2-TZVPD) for an isolated molecule of C2H5Cl3OSi in a non-equilibrium geometry.

Results
Gap between HOMO and LUMO   10.978 eV
SMILES string   C[C@H](Cl)[Si](O)(Cl)Cl
LUMO   0.4 eV

CARTESIAN COORDINATES (ANGSTROEM)
Cl (1.3138, -2.4466, -0.1583)
Cl (2.6525, -0.0199, 1.8482)
Cl (3.4746, 0.0429, -1.3346)
Si (2.0144, 0.3794, 0.0021)
O (2.1088, 2.0451, 0.1556)
C (0.5350, -0.8498, -0.4044)
C (-0.6929, -0.5055, 0.4433)
H (-1.6433, -0.6653, -0.0436)
H (0.1863, -0.8123, -1.3572)
H (-0.7643, 0.3521, 1.0229)
H (-0.8300, -1.1866, 1.3111)
H (1.6673, 2.2866, 0.9697)

Entry 2:
Density functional theory data (ωB97M-V/def2-TZVPD) for an isolated molecule of C2H5ClFN in a non-equilibrium geometry.

Results
Gap between HOMO and LUMO   10.436 eV
SMILES string   NC[C@@H](F)Cl
LUMO   1.0 eV

CARTESIAN COORDINATES (ANGSTROEM)
Cl (-2.5802, -0.0738, -0.2005)
F (-0.6075, 1.5928, -0.2357)
N (1.4546, -0.0597, -0.2214)
C (0.0997, -0.6627, -0.1796)
C (-0.8608, 0.4015, 0.2977)
H (0.1277, -1.5398, 0.5452)
H (-0.1542, -0.8699, -1.2218)
H (1.9062, -0.0145, 0.6870)
H (-1.0282, 0.5749, 1.4278)
H (1.6428, 0.6513, -0.8987)

Entry 3:
Density functional theory data (ωB97M-V/def2-TZVPD) for an isolated molecule of C2H5ClO2 in a non-equilibrium geometry.

Results
Gap between HOMO and LUMO   11.412 eV
SMILES string   CC(O)(O)Cl
LUMO   0.7 eV

CARTESIAN COORDINATES (ANGSTROEM)
Cl (2.0035, -0.5665, -0.0275)
O (0.2129, 0.9075, -1.2517)
O (0.2894, 1.1871, 1.0094)
C (0.3354, 0.2769, -0.0280)
C (-0.6404, -0.8187, 0.2599)
H (-1.7051, -0.5134, 0.4143)
H (-0.8123, -1.3531, -0.6314)
H (1.0808, 1.7484, 0.7909)
H (-0.3743, -1.3030, 1.2218)
H (-0.3901, 0.4348, -1.7579)

Entry 4:
Density functional theory data (ωB97M-V/def2-TZVPD) for an isolated molecule of C2H5ClOS in a non-equilibrium geometry.

Results
Gap between HOMO and LUMO   8.784 eV
SMILES string   C=[S@@](C)(=O)Cl
LUMO   -0.5 eV

CARTESIAN COORDINATES (ANGSTROEM)
Cl (1.2885, 1.0787, 1.5598)
S (-0.2603, 0.4404, 0.3261)
O (-1.2861, 1.8534, -0.1801)
C (-1.2096, -0.8456, 0.7357)
C (0.8720, -0.0316, -0.9535)
H (1.5655, -0.8884, -0.7005)
H (-2.1915, -0.6784, 1.3226)
H (-0.4617, -1.6324, 0.8470)
H (1.4709, 0.8474, -1.1424)
H (0.2124, -0.1434, -1.8146)

Entry 5:
Density functional theory data (ωB97M-V/def2-TZVPD) for an isolated molecule of C2H5ClOS in a non-equilibrium geometry.

Results
Gap between HOMO and LUMO   10.228 eV
SMILES string   C[C@](O)(S)Cl
LUMO   0.7 eV

CARTESIAN COORDINATES (ANGSTROEM)
Cl (2.1031, 0.2492, 0.7858)
S (0.6891, 0.7632, -1.7814)
O (0.1710, 1.9432, 0.5751)
C (-0.4544, -0.5822, 0.3076)
C (0.5739, 0.7015, 0.0128)
H (-0.5958, 1.8524, 1.1362)
H (1.3984, 1.9260, -1.7226)
H (-1.1724, -0.4871, -0.6201)
H (0.1346, -1.5760, 0.3014)
H (-0.8694, -0.4684, 1.3059)

Entry 6:
Density functional theory data (ωB97M-V/def2-TZVPD) for C2H5CuO2 as an isolated structure in a non-equilibrium geometry.

Results
Gap between HOMO and LUMO   6.739 eV
LUMO   -1.5 eV

CARTESIAN COORDINATES (ANGSTROEM)
Cu (-0.9178, 0.5877, 2.3564)
O (0.6983, -0.1576, 1.1806)
O (-0.1094, -1.2656, 1.7213)
C (0.5778, -0.3755, -0.7975)
C (-0.6998, -0.9844, -0.9545)
H (-1.5397, -0.3048, -1.1438)
H (0.7252, 0.6265, -1.2162)
H (-0.8551, -1.3507, 0.6260)
H (-0.7170, -1.9395, -1.4900)
H (1.4350, -1.0474, -0.9357)

Entry 7:
Density functional theory data (ωB97M-V/def2-TZVPD) for an isolated molecule of C2H5F in a non-equilibrium geometry.

Results
Gap between HOMO and LUMO   12.103 eV
SMILES string   CCF
LUMO   1.0 eV

CARTESIAN COORDINATES (ANGSTROEM)
F (-1.8511, -0.4270, 0.0395)
C (-0.6159, 0.3191, 0.0147)
C (0.6805, -0.4051, 0.0025)
H (1.0928, -0.6300, 1.0614)
H (-0.7541, 1.0595, -0.8038)
H (1.2954, 0.5258, -0.4724)
H (-0.4122, 1.1081, 0.7839)
H (0.5646, -1.5503, -0.6259)

Entry 8:
Density functional theory data (ωB97M-V/def2-TZVPD) for an isolated molecule of C2H5F2N in a non-equilibrium geometry.

Results
Gap between HOMO and LUMO   10.762 eV
SMILES string   CC(N)(F)F
LUMO   1.0 eV

CARTESIAN COORDINATES (ANGSTROEM)
F (1.2807, 0.1524, -1.3634)
F (-0.0729, -1.4504, -1.6253)
N (0.8454, -1.0812, 0.6205)
C (0.2262, -0.3958, -0.8307)
C (-0.8000, 0.5769, -0.4077)
H (-1.0237, 1.3209, -1.1717)
H (0.4376, -2.0754, 0.8032)
H (-0.2563, 0.9794, 0.4462)
H (-1.7858, 0.1818, -0.0587)
H (1.9133, -0.9161, 0.3604)

Entry 9:
Density functional theory data (ωB97M-V/def2-TZVPD) for a 2-piece molecular cluster, C2H5F2N2P overall in a non-equilibrium geometry.

Results
Gap between HOMO and LUMO   10.831 eV
SMILES string   CNP(F)F.C#N
LUMO   0.9 eV

CARTESIAN COORDINATES (ANGSTROEM)
P (-0.3453, -1.3647, 1.0648)
F (-1.9459, -0.9506, 1.4323)
F (-0.5919, -2.9088, 1.2830)
N (-0.3574, -1.2710, -0.5912)
N (0.2298, 2.1718, 1.2662)
C (0.6144, -0.5125, -1.2449)
C (0.4407, 3.2601, 1.0744)
H (1.5968, -0.6590, -0.7865)
H (0.3029, 0.6447, -1.3488)
H (0.3766, 4.3304, 1.0906)
H (-1.1476, -1.8051, -1.0846)
H (0.8268, -0.9354, -2.1553)

Entry 10:
Density functional theory data (ωB97M-V/def2-TZVPD) for an isolated molecule of C2H5F2N3 in a non-equilibrium geometry.

Results
Gap between HOMO and LUMO   9.965 eV
SMILES string   [H]/N=C(\NN)C(F)F
LUMO   0.8 eV

CARTESIAN COORDINATES (ANGSTROEM)
F (2.4836, -0.3095, -0.4830)
F (0.8015, 0.5990, -1.8867)
N (0.7930, -0.1049, 1.7707)
N (-1.9423, -0.5116, 0.2867)
N (-0.6448, -0.2363, -0.3258)
C (1.4908, 0.6384, -0.6249)
C (0.4947, 0.1546, 0.4387)
H (-2.4572, -1.3010, 0.3962)
H (-0.5219, -0.5091, -1.3598)
H (2.0133, 1.7745, -0.6154)
H (0.0708, -0.5445, 2.2867)
H (-2.5816, 0.3504, 0.1165)

Entry 11:
Density functional theory data (ωB97M-V/def2-TZVPD) for a 2-piece molecular cluster, C2H5F2NOS overall in a non-equilibrium geometry.

Results
Gap between HOMO and LUMO (alpha / beta)   9.464 / 7.085 eV
LUMO (alpha / beta)   -0.2 / -0.7 eV

CARTESIAN COORDINATES (ANGSTROEM)
S (2.4151, 0.1505, -0.6690)
F (-0.7386, -0.2862, 1.4600)
F (-1.2574, -1.6275, -0.2414)
O (3.4944, 0.7384, 0.1537)
N (1.9819, -1.2945, 0.0527)
C (-1.9845, 0.6855, -0.4318)
C (-0.9727, -0.2994, 0.0885)
H (-2.8125, 0.8632, 0.2701)
H (1.0200, -1.4206, -0.2350)
H (-1.4292, 1.6109, -0.5091)
H (-2.3566, 0.3719, -1.4151)
H (2.1110, -1.7056, 0.9251)

Entry 12:
Density functional theory data (ωB97M-V/def2-TZVPD) for an isolated molecule of C2H5F3N2O4S2 in a non-equilibrium geometry.

Results
Gap between HOMO and LUMO   9.789 eV
SMILES string   NS(=O)(=O)O[S@](N)(=O)=CC(F)(F)F
LUMO   0.2 eV

CARTESIAN COORDINATES (ANGSTROEM)
S (-0.5548, 0.8415, 0.6220)
S (-0.9132, -2.0649, 0.1904)
F (2.4063, 1.6582, -1.7238)
F (1.5332, 2.9041, -0.3164)
F (0.4024, 2.2808, -2.0640)
O (0.4002, -2.2584, 0.7174)
O (-1.9985, -2.7782, 0.7723)
O (-1.4855, 1.8844, 0.5371)
O (-1.4484, -0.5108, 0.4790)
N (-0.0206, 0.5340, 2.1813)
N (-0.8613, -2.1865, -1.4628)
C (1.2610, 1.8575, -1.0971)
C (0.7343, 0.6517, -0.4337)
H (-0.3768, 0.8977, 2.9962)
H (-1.4141, -1.4314, -1.8074)
H (-0.0007, -2.2689, -1.9855)
H (0.7356, -0.1660, 2.3337)
H (1.6010, 0.1552, 0.0613)

Entry 13:
Density functional theory data (ωB97M-V/def2-TZVPD) for an isolated ion of composition C2H5F3N3 and charge +1 in a non-equilibrium geometry.

Results
Gap between HOMO and LUMO   9.949 eV
SMILES string   NC(N)=[NH+]C(F)(F)F
LUMO   -6.7 eV
Net charge   +1

CARTESIAN COORDINATES (ANGSTROEM)
F (1.9673, -0.8003, -0.8865)
F (0.6980, -2.7118, -1.0283)
F (0.8713, -1.5733, 0.9758)
N (-0.4293, -0.6597, -0.7039)
N (0.5654, 1.5275, 0.2551)
N (-1.6225, 0.7937, 0.8051)
C (0.7908, -1.4432, -0.4251)
C (-0.4841, 0.5618, 0.0970)
H (1.1212, 1.3794, 1.1097)
H (-2.1778, 1.6118, 0.5256)
H (-1.8972, 0.1658, 1.5783)
H (1.1454, 1.6356, -0.5875)
H (-0.5486, -0.4873, -1.7152)

Entry 14:
Density functional theory data (ωB97M-V/def2-TZVPD) for a 2-piece molecular cluster, C2H5FIN overall in a non-equilibrium geometry.

Results
Gap between HOMO and LUMO (alpha / beta)   8.609 / 8.635 eV
LUMO (alpha / beta)   -0.2 / -0.2 eV

CARTESIAN COORDINATES (ANGSTROEM)
I (-0.1922, 2.2811, 0.6808)
F (-1.8720, 0.0253, 0.2858)
N (0.2628, -0.0608, -1.8138)
C (0.2385, -0.7793, 1.0189)
C (-0.5389, 0.2599, 0.2906)
H (1.1238, -0.2834, 1.5443)
H (-0.3876, -1.0435, 1.9141)
H (-0.4169, 0.3801, -2.4848)
H (1.0473, 0.6465, -1.7424)
H (0.7354, -1.4259, 0.3065)

Entry 15:
Density functional theory data (ωB97M-V/def2-TZVPD) for C2H5FN2OS as an isolated structure in a non-equilibrium geometry.

Results
Gap between HOMO and LUMO   9.268 eV
LUMO   0.4 eV

CARTESIAN COORDINATES (ANGSTROEM)
S (2.7901, 0.1755, -0.3563)
F (-1.7121, -1.0444, -0.8142)
O (-1.6320, 1.4851, -0.1249)
N (-0.1640, 1.3011, -0.3713)
N (1.2733, -0.6109, -0.1528)
C (-0.8592, -0.9645, 0.3797)
C (0.1847, 0.0724, 0.1260)
H (0.4758, 2.0180, 0.4122)
H (-2.3191, 0.6792, -0.7517)
H (-1.4313, -0.6020, 1.1975)
H (3.7012, -0.5757, 0.0553)
H (-0.3073, -1.9338, 0.4005)

Entry 16:
Density functional theory data (ωB97M-V/def2-TZVPD) for a 2-piece molecular cluster, C2H5FO overall in a non-equilibrium geometry.

Results
Gap between HOMO and LUMO (alpha / beta)   9.285 / 9.287 eV
LUMO (alpha / beta)   0.5 / 0.5 eV

CARTESIAN COORDINATES (ANGSTROEM)
F (-1.1575, 0.0283, -1.2013)
O (-0.8545, 0.9523, 0.8373)
C (-0.4443, -0.0229, -0.0089)
C (0.9775, -0.1974, -0.0635)
H (1.4035, 0.3002, 0.8038)
H (1.2772, 0.3735, -0.9880)
H (-1.4345, 1.5470, 0.4226)
H (-1.2164, -1.7436, 0.4089)
H (1.4491, -1.2374, -0.2108)

Entry 17:
Density functional theory data (ωB97M-V/def2-TZVPD) for an isolated molecule of C2H5FO2 in a non-equilibrium geometry.

Results
Gap between HOMO and LUMO   10.285 eV
SMILES string   CO[C@H](O)F
LUMO   0.8 eV

CARTESIAN COORDINATES (ANGSTROEM)
F (-0.4359, 1.3274, 1.8534)
O (0.6551, 0.3824, 0.0611)
O (-1.6874, 0.7350, 0.0223)
C (-0.8296, 0.3955, 0.9821)
C (1.0831, -0.6564, -0.7277)
H (2.0910, -0.5880, -1.0493)
H (0.3793, -0.8208, -1.5960)
H (1.0732, -1.6317, -0.3287)
H (-1.4742, 1.4154, -0.5902)
H (-0.8547, -0.5587, 1.3730)

Entry 18:
Density functional theory data (ωB97M-V/def2-TZVPD) for a 2-piece molecular cluster, C2H5IN2 overall in a non-equilibrium geometry.

Results
Gap between HOMO and LUMO   9.287 eV
LUMO   0.6 eV

CARTESIAN COORDINATES (ANGSTROEM)
I (3.5218, -1.6295, 0.7427)
N (0.1048, 0.0313, 0.1941)
N (1.2311, 0.5736, 0.4997)
C (-1.2167, 0.1817, -0.4367)
C (-0.5008, -1.0731, 0.0110)
H (-1.9203, 0.5713, 0.1747)
H (2.4509, -0.6465, 1.0054)
H (1.0660, 1.5681, 0.3991)
H (-1.4755, 0.3570, -1.4246)
H (-0.6322, -1.9149, 0.6112)

Entry 19:
Density functional theory data (ωB97M-V/def2-TZVPD) for an isolated molecule of C2H5IN2 in a non-equilibrium geometry.

Results
Gap between HOMO and LUMO   9.642 eV
SMILES string   NN1C[C@H]1I
LUMO   0.5 eV

CARTESIAN COORDINATES (ANGSTROEM)
I (1.3577, -1.8282, -2.0872)
N (-0.0401, -0.5817, 0.3820)
N (-1.3358, -0.3311, 0.8853)
C (0.3264, -0.3367, -0.9363)
C (0.8163, 0.5183, 0.2011)
H (-1.7559, 0.5041, 0.5029)
H (-1.2245, -0.0332, 1.8586)
H (-0.3184, 0.1805, -1.6596)
H (0.3509, 1.5032, 0.1739)
H (1.8232, 0.4048, 0.6795)

Entry 20:
Density functional theory data (ωB97M-V/def2-TZVPD) for an isolated ion of composition C2H5IN3O2 and charge +1 in a non-equilibrium geometry.

Results
Gap between HOMO and LUMO   9.507 eV
SMILES string   NC(=[NH2+])[C@H](I)[N+](=O)[O-]
LUMO   -4.8 eV
Net charge   +1

CARTESIAN COORDINATES (ANGSTROEM)
I (-0.1196, 3.1714, 1.3044)
O (-2.5658, -0.2872, 1.2245)
O (-1.9050, 0.9841, 2.9361)
N (-1.9525, 0.5937, 1.8155)
N (-0.5425, -0.8032, -0.5308)
N (1.2090, 0.3024, 0.6546)
C (-0.0657, 0.1920, 0.1725)
C (-1.2196, 1.3189, 0.7027)
H (-1.5159, -1.0375, -0.7871)
H (-2.0080, 1.4636, -0.1452)
H (0.0950, -1.4207, -1.0895)
H (1.9860, -0.2253, 0.2635)
H (1.3005, 1.2387, 0.9655)